{
  "formula": "C7H8O",
  "method": "ωB97M-V/def2-TZVPD",
  "species": ["C", "O", "C", "C", "C", "C", "C", "C", "H", "H", "H", "H", "H", "H", "H", "H"],
  "xyz": [[-1.7890, 1.7824, -1.1051], [-1.1052, 0.5859, -1.4471], [-0.2107, 0.0707, -0.4842], [-0.7688, -0.7668, 0.5949], [0.0597, -1.2715, 1.5013], [1.3504, -1.0751, 1.3727], [1.9332, -0.3041, 0.3972], [1.1626, 0.2921, -0.5540], [-2.4121, 2.0305, -1.8530], [-2.4036, 1.5529, -0.1482], [-1.0755, 2.4308, -0.8607], [-1.8410, -0.8233, 0.6573], [-0.4371, -1.9637, 2.2729], [2.0776, -1.3485, 2.1663], [2.9978, 0.0821, 0.3322], [1.5114, 0.9862, -1.3262]],
  "atomic_forces_ev_per_a": [[-1.0, -4.6, 4.1], [1.0, -1.1, 0.0], [-1.9, -1.0, 1.1], [-0.7, 3.4, -4.2], [-3.6, -3.2, 2.5], [6.1, 0.4, 1.9], [1.9, 1.5, -0.5], [-2.3, 0.7, -1.3], [-1.9, 1.0, -2.7], [0.7, 0.6, -1.4], [2.5, 3.4, 0.8], [-0.2, -0.3, -0.1], [1.3, 1.3, -0.8], [-0.8, -0.4, -0.5], [-1.1, -1.3, 0.7], [0.2, -0.4, 0.3]],
  "nbo_charge": [-0.207, -0.540, 0.303, -0.247, -0.207, -0.240, -0.195, -0.271, 0.188, 0.151, 0.168, 0.218, 0.219, 0.214, 0.221, 0.224],
  "mol_weight_g_mol": 108.14,
  "e_lumo_ev": 1.0,
  "e_above_lowest_kj_mol": 187.46,
  "gap_ha": 0.36411,
  "largest_force_ev_per_a": 6.39,
  "total_energy_ha": -346.704110,
  "charge": 0
}